# 1
The following is a DFT calculation (ωB97M-V with the def2-TZVPD basis set) of a gas-phase ion, C6H13N2S (charge +1) in a non-equilibrium geometry.

Each atom is followed by the atoms it is bonded to, with distances in Å.
Atoms and positions in Å:
1 C 0.816 0.466 0.024  N7 1.465, N8 1.341, S9 1.778
2 C -1.495 -1.630 0.680  C3 1.545, C4 1.519, H10 1.089, H11 1.127
3 C -2.620 -1.076 -0.221  C2 1.545, C4 1.483, H12 1.104, H13 1.112
4 C -1.201 -0.839 -0.583  C2 1.519, C3 1.483, N7 1.458, H14 1.170
5 C -1.455 1.591 0.090  N7 1.437, H15 1.130, H16 1.100, H17 1.097
6 C 3.370 -0.553 -0.240  S9 1.841, H18 1.095, H19 1.095, H20 1.048
7 N -0.636 0.440 -0.172  C1 1.465, C4 1.458, C5 1.437
8 N 1.436 1.628 0.278  C1 1.341, H21 1.036, H22 1.026
9 S 1.625 -1.114 -0.066  C1 1.778, C6 1.841
10 H -1.447 -1.026 1.585  C2 1.089
11 H -1.113 -2.663 0.920  C2 1.127
12 H -3.049 -1.775 -0.960  C3 1.104
13 H -3.340 -0.272 0.047  C3 1.112
14 H -0.572 -1.496 -1.319  C4 1.170
15 H -2.488 1.183 0.299  C5 1.130
16 H -1.096 2.141 0.974  C5 1.100
17 H -1.227 2.353 -0.666  C5 1.097
18 H 3.478 -0.198 -1.269  C6 1.095
19 H 4.033 -1.420 -0.161  C6 1.095
20 H 3.729 0.173 0.425  C6 1.048
21 H 0.828 2.466 0.327  N8 1.036
22 H 2.425 1.623 0.006  N8 1.026

Values from the calculation:
Orbital gap: 9.5138 eV
Total charge: +1
LUMO energy: -3.5 eV
Highest occupied orbital energy: -13.016 eV

---

# 2
The following is a DFT calculation (ωB97M-V with the def2-TZVPD basis set) of 8 unconnected molecules or ions with the total composition C28H75N3O15 in a non-equilibrium geometry.

Each atom is followed by the atoms it is bonded to, with distances in Å.
Atoms and positions in Å:
1 C 0.818 2.826 -0.497  O2 1.393, H10 1.106, H11 1.058, H12 1.067
2 O 0.799 3.510 -1.710  C1 1.393, C3 1.429
3 C -0.397 3.491 -2.493  O2 1.429, C4 1.529, H13 1.098, H14 1.109
4 C -0.198 4.427 -3.685  C3 1.529, N5 1.498, H15 1.080, H16 1.082
5 N 0.894 3.875 -4.550  C4 1.498, C6 1.452, H17 1.022
6 C 1.019 4.630 -5.784  N5 1.452, C7 1.483, H18 1.091, H19 1.128
7 C 2.164 4.075 -6.545  C6 1.483, O8 1.251, H20 1.055, H21 1.082
8 O 3.338 4.280 -6.163  C7 1.251, C9 1.418
9 C 3.715 5.627 -5.932  O8 1.418, H22 1.101, H23 1.153, H24 1.073
10 H 0.837 1.747 -0.741  C1 1.106
11 H -0.079 2.987 0.039  C1 1.058
12 H 1.655 3.144 0.082  C1 1.067
13 H -1.184 3.901 -1.846  C3 1.098
14 H -0.748 2.476 -2.770  C3 1.109
15 H 0.105 5.369 -3.254  C4 1.080
16 H -1.139 4.594 -4.193  C4 1.082
17 H 0.694 2.892 -4.741  N5 1.022
18 H 0.989 5.718 -5.710  C6 1.091
19 H 0.071 4.424 -6.360  C6 1.128
20 H 2.169 4.402 -7.548  C7 1.055
21 H 2.117 2.994 -6.568  C7 1.082
22 H 4.780 5.723 -5.673  C9 1.101
23 H 3.198 6.095 -5.013  C9 1.153
24 H 3.502 6.173 -6.831  C9 1.073
25 C -1.310 -2.045 4.326  O26 1.476, H34 1.069, H35 1.107, H36 1.059
26 O -0.489 -3.246 4.079  C25 1.476, C27 1.471
27 C 0.362 -3.603 5.224  O26 1.471, C28 1.551, H37 1.064, H38 1.079
28 C 1.695 -4.280 4.811  C27 1.551, N29 1.451, H39 1.145, H40 1.097
29 N 2.450 -4.759 5.953  C28 1.451, C30 1.433, H41 1.042
30 C 3.688 -5.304 5.481  N29 1.433, C31 1.520, H42 1.091, H43 1.100
31 C 4.693 -5.566 6.591  C30 1.520, O32 1.239, H44 1.130, H45 1.130
32 O 5.671 -6.256 6.270  C31 1.239, C33 1.434
33 C 6.517 -6.568 7.385  O32 1.434, H46 1.112, H47 1.082, H48 1.059
34 H -1.841 -1.852 3.418  C25 1.069
35 H -0.562 -1.243 4.477  C25 1.107
36 H -1.998 -2.102 5.128  C25 1.059
37 H -0.175 -4.256 5.870  C27 1.064
38 H 0.657 -2.732 5.789  C27 1.079
39 H 2.268 -3.455 4.261  C28 1.145
40 H 1.530 -5.160 4.176  C28 1.097
41 H 1.923 -5.623 6.204  N29 1.042
42 H 4.260 -4.720 4.759  C30 1.091
43 H 3.617 -6.273 4.964  C30 1.100
44 H 4.117 -5.979 7.470  C31 1.130
45 H 5.099 -4.561 6.911  C31 1.130
46 H 6.007 -6.867 8.326  C33 1.112
47 H 7.038 -5.654 7.640  C33 1.082
48 H 7.155 -7.375 7.133  C33 1.059
49 C 8.707 3.048 -0.971  O50 1.370, H58 1.137, H59 1.058, H60 1.046
50 O 7.742 2.302 -1.595  C49 1.370, C51 1.419
51 C 6.866 1.823 -0.585  O50 1.419, C52 1.513, H61 1.101, H62 1.122
52 C 5.803 1.126 -1.406  C51 1.513, N53 1.477, H63 1.126, H64 1.064
53 N 4.858 0.402 -0.533  C52 1.477, C54 1.481, H65 1.057
54 C 4.013 1.235 0.354  N53 1.481, C55 1.554, H66 1.080, H67 1.081
55 C 2.822 0.407 0.913  C54 1.554, O56 1.244, H68 1.102, H69 1.094
56 O 2.149 0.937 1.815  C55 1.244, C57 1.450
57 C 0.966 0.248 2.294  O56 1.450, H70 1.056, H71 1.060, H72 1.077
58 H 9.349 3.674 -1.670  C49 1.137
59 H 9.378 2.422 -0.445  C49 1.058
60 H 8.335 3.683 -0.227  C49 1.046
61 H 6.365 2.659 -0.075  C51 1.101
62 H 7.362 1.111 0.127  C51 1.122
63 H 6.270 0.508 -2.224  C52 1.126
64 H 5.220 1.825 -1.958  C52 1.064
65 H 5.443 -0.295 0.004  N53 1.057
66 H 3.698 2.146 -0.134  C54 1.080
67 H 4.542 1.607 1.219  C54 1.081
68 H 3.234 -0.577 1.190  C55 1.102
69 H 2.214 0.028 0.086  C55 1.094
70 H 0.457 0.798 3.039  C57 1.056
71 H 1.270 -0.700 2.659  C57 1.060
72 H 0.316 0.010 1.468  C57 1.077
73 O -0.421 -1.095 -0.499  C74 1.383, H77 0.985
74 C -0.483 -0.693 -1.821  O73 1.383, C75 1.472, H78 1.028, H79 1.078
75 C -1.740 -1.252 -2.346  C74 1.472, O76 1.374, H80 1.061, H81 1.128
76 O -1.795 -1.138 -3.714  C75 1.374, H82 0.928
77 H -1.265 -0.913 -0.025  O73 0.985
78 H -0.447 0.319 -1.999  C74 1.028
79 H 0.359 -1.138 -2.326  C74 1.078
80 H -2.534 -0.683 -1.932  C75 1.061
81 H -1.906 -2.314 -2.003  C75 1.128
82 H -2.689 -1.235 -3.942  O76 0.928
83 O -2.833 2.434 0.074  C84 1.346, H87 0.963
84 C -2.193 1.410 0.670  O83 1.346, C85 1.473, H88 1.078, H89 1.083
85 C -3.222 0.392 0.942  C84 1.473, O86 1.437, H90 1.110, H91 1.133
86 O -2.557 -0.859 1.182  C85 1.437, H92 0.959
87 H -3.097 2.151 -0.808  O83 0.963
88 H -1.418 1.153 -0.033  C84 1.078
89 H -1.689 1.692 1.586  C84 1.083
90 H -3.905 0.240 0.080  C85 1.110
91 H -3.731 0.620 1.929  C85 1.133
92 H -3.185 -1.514 1.490  O86 0.959
93 O -6.710 2.570 -2.250  C94 1.381, H97 0.942
94 C -5.335 2.669 -2.178  O93 1.381, C95 1.404, H98 1.086, H99 1.093
95 C -4.746 1.443 -2.527  C94 1.404, O96 1.401, H100 1.115, H101 1.046
96 O -3.360 1.630 -2.453  C95 1.401, H102 0.942
97 H -6.969 2.264 -3.103  O93 0.942
98 H -5.037 3.413 -2.910  C94 1.086
99 H -4.945 3.001 -1.212  C94 1.093
100 H -5.037 1.216 -3.579  C95 1.115
101 H -5.111 0.667 -1.927  C95 1.046
102 H -3.171 1.998 -3.299  O96 0.942
103 O -3.289 -3.804 -0.634  C104 1.404, H107 0.966
104 C -4.499 -3.092 -0.605  O103 1.404, C105 1.466, H108 1.057, H109 1.114
105 C -5.096 -3.253 0.725  C104 1.466, O106 1.406, H110 1.105, H111 1.101
106 O -4.158 -2.809 1.673  C105 1.406, H112 0.947
107 H -2.747 -3.468 0.091  O103 0.966
108 H -4.296 -2.083 -0.847  C104 1.057
109 H -5.108 -3.555 -1.415  C104 1.114
110 H -5.396 -4.312 0.822  C105 1.105
111 H -6.065 -2.732 0.780  C105 1.101
112 H -3.580 -3.543 1.830  O106 0.947
113 C -8.504 -0.562 0.246  C114 1.427, H116 1.074, H117 1.083, H118 1.084
114 C -7.673 -0.632 -0.911  C113 1.427, O115 1.389, H119 1.111, H120 1.148
115 O -7.926 -1.662 -1.808  C114 1.389, H121 0.993
116 H -8.309 0.355 0.770  C113 1.074
117 H -8.360 -1.378 0.945  C113 1.083
118 H -9.556 -0.604 -0.012  C113 1.084
119 H -6.613 -0.531 -0.596  C114 1.111
120 H -7.688 0.386 -1.442  C114 1.148
121 H -8.830 -1.496 -2.186  O115 0.993

Values from the calculation:
SMILES: COCCNCCOC.COCCNCCOC.COCCNCCOC.OCCO.OCCO.OCCO.OCCO.CCO
Orbital gap: 8.3241 eV
LUMO energy: 0.1 eV
Highest occupied orbital energy: -8.235 eV